Record 1
Entry from the Open Molecules 2025 dataset: a 2-piece molecular cluster, C28H56BBrN4O2PS2 overall in a non-equilibrium geometry (the ωB97M-V functional and the def2-TZVPD basis).

Geometry as XYZ:
```
95
Properties=species:S:1:pos:R:3:lowdin_charge:R:1
H -4.12 2.03 0.06 0.061
H -7.14 -4.74 1.36 0.117
H -6.14 -3.33 1.64 0.076
H -2.95 -1.11 -1.82 0.111
H -3.75 -2.39 1.13 0.070
H -6.16 0.44 1.13 0.105
O 11.01 1.75 3.23 0.115
C -6.25 -4.22 1.01 -0.250
H -4.89 -5.36 2.26 0.077
C -3.58 -1.78 2.01 -0.253
H -8.10 -1.26 -0.21 0.100
C 8.21 2.01 -0.95 -0.387
C -2.56 0.61 -0.58 -0.254
H 11.16 -0.97 1.44 0.087
H 5.42 -0.68 -1.99 0.081
H 9.83 2.97 -1.75 0.031
H 7.82 -0.14 -1.12 0.098
H -4.45 -3.05 -0.78 0.087
H 12.34 -0.23 2.33 0.084
H 5.51 1.84 -0.80 0.094
H -6.52 -1.17 1.62 0.095
C 8.93 1.90 0.44 -0.315
P -5.80 -1.05 -0.61 1.021
C 8.92 0.48 2.40 -0.096
H 8.61 -0.54 2.63 0.116
C -3.29 -0.07 -1.74 -0.207
C 5.98 0.88 -0.57 -0.239
H -7.72 0.33 -0.79 0.099
N 11.36 -0.49 2.30 0.203
C 2.73 0.66 0.16 -1.083
C -5.49 -2.78 -1.01 -0.260
C -6.47 -3.83 -0.45 -0.224
C -5.75 -0.57 1.13 -0.252
H -0.61 3.65 0.93 0.091
H -2.59 -0.06 0.28 0.070
C -3.72 -2.64 3.27 -0.100
C -4.50 -0.55 2.03 -0.213
H 9.10 5.17 1.59 0.061
N 1.33 3.93 0.05 0.078
H -8.97 1.46 -3.23 0.085
H 6.08 0.82 0.51 0.112
H -2.98 0.42 -2.67 0.122
H 3.23 3.27 -0.64 0.120
C -4.83 -0.03 -1.73 -0.259
C -3.05 1.99 -0.18 -0.098
H -1.51 0.69 -0.85 0.104
H -4.75 -2.93 3.45 0.071
O 8.55 0.68 1.03 -0.142
H -3.36 -2.10 4.14 0.083
H -2.54 -1.45 1.95 0.105
H 4.96 -1.02 -0.33 0.053
H -5.14 -0.38 -2.72 0.082
H 10.00 1.92 0.21 0.127
H -8.39 -0.63 -4.40 0.115
C -7.75 -0.30 -3.58 -0.258
C 0.67 1.89 0.75 -0.101
H -7.59 1.73 -4.29 0.081
C 8.92 4.36 0.89 0.025
S 2.99 -0.27 1.46 0.736
C -5.04 -5.13 1.20 -0.098
H -3.13 -3.55 3.19 0.076
C -8.12 -1.14 -2.35 -0.223
H -6.38 -4.72 -1.07 0.123
H 8.36 1.12 3.09 0.102
C 2.27 3.08 -0.20 -0.171
C 5.03 -0.23 -1.08 -0.484
H -6.73 -0.52 -3.91 0.087
H -3.92 0.34 1.79 0.082
H -5.54 -2.81 -2.10 0.105
B 10.50 0.59 2.64 -0.591
N 1.93 1.81 0.22 -0.166
H -7.34 1.60 -2.56 0.052
H -4.85 -0.38 3.05 0.120
S 3.37 0.35 -1.44 0.937
H -2.87 2.73 -0.96 0.090
H -7.87 -2.19 -2.55 0.102
H 0.13 1.06 1.16 0.108
N 9.15 2.28 -2.05 -0.412
C 8.63 3.12 1.29 -0.099
H -5.19 1.00 -1.66 0.096
H 7.56 2.89 -0.95 0.138
H 8.20 3.00 2.27 0.108
H -4.12 -4.68 0.83 0.065
C 0.31 3.20 0.62 -0.145
C -7.92 1.20 -3.40 -0.096
H -7.49 -3.47 -0.58 0.097
Br 10.21 0.78 -2.49 0.683
H -2.51 2.30 0.72 0.062
C -7.54 -0.72 -0.99 -0.273
C 7.33 0.82 -1.28 -0.214
H -9.21 -1.11 -2.24 0.122
H 7.12 0.88 -2.35 0.119
H -5.19 -6.07 0.67 0.083
H 9.01 4.58 -0.17 0.059
H 11.58 2.24 2.63 0.098
```

The charge is +1. Its HOMO energy is -10.28 eV.

Record 2
Entry from the Open Molecules 2025 dataset: a 3-piece molecular cluster, C28H56BN4O8P overall (the ωB97M-V functional and the def2-TZVPD basis).

Geometry as XYZ:
```
98
Properties=species:S:1:pos:R:3:lowdin_charge:R:1
O 1.85 3.26 0.27 0.078
O 2.78 -0.39 -1.14 0.145
C 5.03 -2.66 -0.15 -0.211
H 4.90 -1.66 -0.57 0.104
H -1.73 2.52 -0.68 0.046
C 8.31 2.11 2.21 -0.123
N 0.71 1.66 -0.86 -0.047
H -3.95 -2.19 -2.40 0.068
H 5.61 -3.22 -0.89 0.115
C 3.66 -3.30 0.01 -0.171
C -0.72 -1.84 -0.79 -0.346
N -3.33 4.70 0.86 0.044
H 1.04 1.61 -2.92 0.092
H 8.94 -1.11 0.51 0.117
H -4.86 4.66 2.26 0.136
N -8.01 -1.50 -4.51 0.038
H -3.94 6.70 3.53 0.077
C 0.58 1.78 1.64 0.026
C 2.68 -2.47 0.88 -0.112
O 8.16 1.20 1.15 -0.189
C -3.08 4.12 3.26 -0.200
H 0.06 -5.77 0.84 0.114
C 0.51 0.24 -0.79 -0.162
C -0.44 -3.88 3.23 -0.086
H -1.52 1.75 -2.87 0.039
O -2.11 1.84 -0.12 -0.337
C -6.17 -1.75 -6.09 -0.070
H 8.82 2.98 1.81 0.086
H 7.86 -2.80 1.87 0.109
H -4.75 -2.84 -3.84 0.078
H -1.53 5.52 4.69 0.090
H -4.50 6.98 1.88 0.075
C -2.29 1.00 -2.69 -0.249
C 5.83 -2.59 1.16 -0.213
O 0.37 -5.01 0.33 0.206
H -2.32 4.81 0.87 0.067
H 7.34 2.42 2.63 0.088
H -0.06 0.91 1.56 0.070
H 3.22 -3.46 -0.97 0.119
H 5.48 -1.72 1.73 0.094
O -1.57 -2.45 -1.40 0.095
H 8.92 1.68 3.02 0.086
H -3.48 3.71 0.65 0.047
C -3.81 4.97 2.22 -0.434
H -5.97 -2.72 -5.64 0.065
H -2.14 -5.53 2.29 0.087
B -0.13 -3.83 0.79 -0.547
H -3.27 1.38 -2.98 0.033
O -1.67 4.13 3.16 -0.209
H -6.81 -1.92 -6.96 0.075
H 0.32 -3.11 3.40 0.086
H -2.44 -4.76 0.72 0.090
H -3.36 3.07 3.11 0.124
H -0.95 6.09 3.11 0.077
H 3.22 -1.63 1.33 0.120
C 1.71 -0.66 -0.65 -0.242
H -7.26 0.03 -5.68 0.134
C -4.44 -1.92 -3.34 -0.109
H -2.77 6.88 2.21 0.065
H -5.22 -1.33 -6.44 0.077
H 0.00 4.90 4.02 0.088
H 2.53 1.90 -1.97 0.086
C 1.50 -1.93 0.13 -0.094
H -8.56 -0.85 -3.97 0.070
C -3.75 6.47 2.48 -0.069
H 7.73 -0.26 2.56 0.127
C 7.47 0.02 1.52 -0.256
H -3.71 -1.41 -3.97 0.079
C -5.93 -0.20 -4.06 -0.219
H 1.43 1.57 2.29 0.095
C 1.12 2.30 0.33 -0.472
C -2.24 -4.56 1.77 -0.077
C -0.69 -0.34 -0.85 -0.191
H -3.38 4.40 4.28 0.120
C 1.46 2.11 -2.04 -0.031
H 0.00 2.59 2.09 0.075
H -3.13 -4.06 2.17 0.089
C -6.86 -0.81 -5.11 -0.438
H 7.63 -3.18 0.18 0.107
C 7.85 -1.09 0.56 -0.178
C -1.01 5.22 3.77 -0.102
N -1.05 -3.72 1.92 -0.126
H -7.65 -2.18 -3.84 0.070
H -1.20 -3.76 4.01 0.089
H 2.31 -3.08 1.71 0.112
C 0.31 -2.52 0.04 0.046
H -5.04 0.23 -4.55 0.112
H 6.39 0.21 1.50 0.121
H -2.08 0.12 -3.30 0.040
H 1.33 3.19 -2.14 0.091
H -6.46 0.61 -3.56 0.122
H 7.50 -0.82 -0.44 0.119
C 7.34 -2.48 0.96 -0.208
H 3.78 -4.28 0.48 0.112
P -2.38 0.44 -0.95 0.956
H 5.60 -3.46 1.78 0.114
H 0.04 -4.86 3.39 0.089
O -5.53 -1.08 -3.03 -0.192
```

The SMILES is COCCCCCCCC1=C(B(O)N(C)C)C(=O)C(P(C)O)=C(N(C)C(C)=O)C1=O.COC[C@@H](C)N.COC[C@@H](C)N. Its HOMO energy is -8.87 eV.

Record 3
Entry from the Open Molecules 2025 dataset: a 4-piece molecular cluster, C28H56F4O2 overall (the ωB97M-V functional and the def2-TZVPD basis).

Geometry as XYZ:
```
90
Properties=species:S:1:pos:R:3:lowdin_charge:R:1
O -1.15 4.15 3.02 0.028
C 3.65 -0.68 0.39 -0.223
H -4.39 1.46 -0.33 0.076
C 3.59 -6.00 -0.85 -0.231
C -0.06 6.10 2.04 -0.132
C 3.52 0.38 -0.69 -0.270
C 0.78 -0.63 1.65 -0.097
H 0.64 6.32 1.23 0.118
C 1.16 -1.35 0.36 -0.271
H -4.64 4.55 2.31 0.164
C 4.64 -6.99 -1.37 -0.229
H 2.94 -0.90 -2.36 0.062
H -6.59 0.55 -0.71 0.105
H 3.61 -3.99 -2.80 0.066
H -1.15 7.81 2.78 0.105
H 4.10 -5.09 -0.51 0.105
H -5.26 2.49 -1.44 0.111
H 2.80 -2.51 1.13 0.111
C -3.14 2.95 2.20 -0.365
C -1.21 7.13 1.92 -0.216
C 3.06 -4.90 -3.09 -0.108
C 4.07 -8.31 -1.88 -0.271
H 1.90 2.33 3.05 0.089
C 0.91 3.77 1.72 -0.131
H -3.35 7.41 1.85 0.079
H 4.90 -8.91 -2.27 0.103
H 3.10 -6.42 0.04 0.101
H -7.35 -0.30 -2.91 0.068
C -2.88 0.10 -2.35 -0.262
F -5.22 2.97 3.35 0.103
H 1.93 5.22 4.00 0.050
H 2.54 0.88 -0.62 0.093
H 2.98 -10.07 -1.22 0.068
H -5.41 -0.56 -1.36 0.099
H 1.80 -4.95 -1.36 0.097
O -1.22 1.91 3.13 0.210
H -0.93 4.48 0.94 0.142
C -2.20 -0.21 -1.02 -0.108
H 0.95 -1.26 2.53 0.082
C -4.79 1.51 -1.35 -0.232
H -5.88 0.30 -3.68 0.064
H -1.05 7.76 1.04 0.102
H -7.05 1.44 -3.01 0.074
C 3.33 -9.12 -0.82 -0.113
F -3.06 3.41 0.92 0.103
H -3.55 -0.72 -2.62 0.099
H 3.99 -9.34 0.02 0.074
H 0.52 -2.23 0.25 0.103
F -3.69 4.32 4.07 0.096
C -5.86 0.42 -1.51 -0.267
H 4.26 1.16 -0.51 0.104
H -2.93 2.24 -2.14 0.106
C 2.51 -5.61 -1.86 -0.269
H 5.34 -7.20 -0.56 0.109
H -1.64 -1.14 -1.07 0.065
H 2.26 -4.60 -3.76 0.070
H -0.28 -0.36 1.63 0.059
H 2.46 -8.58 -0.44 0.064
H 1.94 -6.49 -2.17 0.099
C 2.62 -1.81 0.31 -0.226
H -1.50 0.58 -0.75 0.071
H 3.40 -8.13 -2.73 0.098
H 3.74 -5.53 -3.65 0.065
H 3.63 0.64 -2.85 0.068
C -0.38 4.63 1.88 -0.290
H 1.58 4.34 1.06 0.121
H -2.84 6.05 2.82 0.058
H 1.35 0.29 1.78 0.050
C 3.70 -0.16 -2.11 -0.110
H -4.02 1.62 -3.36 0.100
H 5.22 -6.52 -2.16 0.101
C -4.22 3.78 2.96 -0.294
H -2.81 5.91 1.05 0.068
H 0.94 -0.70 -0.49 0.090
C 1.91 4.14 4.03 0.016
H 0.64 2.86 1.18 0.103
F -3.57 1.68 2.13 0.138
H 3.59 -0.20 1.37 0.100
C -1.73 2.94 2.83 -0.366
C -2.64 6.59 1.89 -0.105
H 2.16 3.67 4.98 0.059
C 1.62 3.38 2.99 -0.160
C -3.64 1.43 -2.35 -0.223
H 2.78 -2.38 -0.61 0.088
C -6.57 0.47 -2.85 -0.112
H 4.65 -1.12 0.33 0.109
H -2.12 0.14 -3.14 0.105
H -2.93 -0.30 -0.21 0.069
H 4.68 -0.63 -2.22 0.075
H 0.48 6.26 2.97 0.101
```

The SMILES is C=CC[C@H](CCC)OC(=O)C(F)(F)C(F)F.CCCCCC.CCCCCC.CCCCCC. Its HOMO energy is -9.55 eV.

Record 4
Entry from the Open Molecules 2025 dataset: C28H56MnO21 as an isolated structure in a non-equilibrium geometry (the ωB97M-V functional and the def2-TZVPD basis).

Geometry as XYZ:
```
106
Properties=species:S:1:pos:R:3:lowdin_charge:R:1
C -14.84 4.25 -4.93 -0.046
C -19.11 -0.43 -3.75 -0.475
H -15.48 2.02 -1.12 0.098
H -20.52 0.86 -9.34 0.112
H -24.68 -1.95 -5.22 0.109
C -16.83 4.32 -8.88 -0.058
H -15.70 -1.00 -6.70 0.081
H -22.80 5.68 -4.83 0.068
H -21.56 -3.30 -7.31 0.130
H -21.47 -3.76 -4.71 0.058
H -16.69 1.91 0.03 0.102
O -21.36 6.34 -3.57 -0.024
O -21.27 3.27 -6.82 0.044
O -19.55 -1.32 -2.89 0.050
H -14.39 5.15 -5.36 0.097
O -16.31 2.32 -7.38 0.029
H -16.98 -2.49 -3.99 0.130
H -23.12 3.99 -3.01 0.110
H -22.41 4.25 -10.54 0.069
H -24.45 4.50 -9.06 0.126
H -20.01 5.54 -8.59 0.101
C -21.38 0.19 -9.27 -0.029
O -21.93 4.97 -8.14 0.011
H -20.46 5.76 -6.86 0.082
C -23.10 1.57 -4.12 -0.361
H -17.10 6.27 -2.11 0.070
H -16.13 1.38 -5.64 0.113
H -19.62 6.82 -1.52 0.136
H -21.51 -0.41 -2.60 0.081
O -18.36 2.78 -3.94 0.030
H -21.56 -0.19 -10.28 0.111
O -19.74 0.51 -4.28 0.024
H -16.29 3.48 -0.58 0.102
H -23.23 7.18 -3.88 0.123
H -17.15 7.54 -3.34 0.079
C -20.38 5.45 -3.91 -0.427
H -25.75 -2.12 -3.92 0.115
H -25.52 0.19 -4.57 0.200
C -15.51 -0.88 -3.49 -0.015
H -22.06 7.20 -5.22 0.107
H -14.65 3.43 -5.63 0.063
C -17.63 2.59 -7.40 -0.449
H -15.85 -0.17 -8.27 0.097
C -16.27 4.42 -4.53 -0.140
O -17.81 -0.61 -4.03 0.031
O -17.87 3.59 -8.31 0.006
C -24.76 -1.73 -4.16 0.010
C -20.69 -3.91 -5.45 -0.035
H -21.46 -1.98 -3.17 0.075
H -16.13 3.78 -9.51 0.109
C -15.89 1.18 -6.68 -0.234
O -20.84 0.66 -6.56 0.015
C -24.77 -0.22 -3.90 -0.078
C -16.45 2.45 -0.89 -0.003
H -17.15 5.14 -9.53 0.106
O -23.43 0.20 -4.23 0.182
H -15.61 0.12 -3.06 0.067
H -17.50 8.00 -1.72 0.091
H -14.76 -1.45 -2.96 0.092
H -17.24 -0.49 -7.20 0.072
O -17.49 2.26 -1.90 0.028
H -23.91 -2.27 -3.75 0.096
H -22.32 0.72 -9.14 0.085
O -20.59 4.40 -4.56 0.023
C -17.51 2.92 -3.06 -0.522
H -23.88 3.76 -11.41 0.094
H -22.75 2.57 -10.75 0.065
C -20.97 -0.51 -7.03 -0.437
C -19.15 6.94 -2.50 -0.163
O -16.46 3.71 -3.22 0.051
O -21.34 -0.80 -8.28 0.030
O -19.27 5.68 -3.19 0.044
H -16.92 4.14 -5.36 0.110
H -24.77 2.79 -9.33 0.122
C -20.80 5.82 -7.89 0.022
H -14.81 1.27 -6.63 0.135
H -25.11 0.03 -2.89 0.186
H -17.20 -1.75 -2.38 0.128
O -22.02 2.01 -4.51 0.134
C -22.45 6.62 -4.39 -0.025
Mn -20.10 2.39 -5.26 0.944
H -20.77 -4.98 -5.64 0.093
C -20.74 -2.95 -6.68 -0.178
H -16.21 4.80 -8.12 0.098
C -17.62 7.18 -2.43 -0.035
C -22.06 3.75 -7.62 -0.457
H -21.01 -1.72 -1.48 0.121
H -16.35 5.49 -4.37 0.110
C -24.02 3.64 -3.51 -0.002
H -19.64 7.78 -2.98 0.132
H -21.09 6.85 -8.13 0.112
H -19.77 -3.76 -4.88 0.071
O -23.18 3.05 -8.08 0.011
O -18.51 2.04 -6.72 0.063
C -16.20 -0.20 -7.24 -0.028
O -24.11 2.24 -3.54 0.039
H -14.23 4.05 -4.05 0.097
C -23.97 3.53 -9.19 -0.181
H -19.83 -3.01 -7.29 0.135
C -16.93 -1.56 -3.42 -0.155
C -23.23 3.53 -10.56 -0.040
H -24.88 4.17 -3.11 0.129
C -20.91 -1.32 -2.49 0.000
H -23.97 4.06 -4.52 0.096
O -20.81 -1.61 -6.27 0.028
H -15.21 -0.82 -4.54 0.056
```

The expectation value of S² is 12.01. The charge is +3. Its HOMO energy (alpha / beta) is -17.49 / -17.58 eV. Its spin multiplicity is 7.

Record 5
Entry from the Open Molecules 2025 dataset: a 6-piece molecular cluster, C28H57BrO17 overall in a non-equilibrium geometry (the ωB97M-V functional and the def2-TZVPD basis).

Geometry as XYZ:
```
103
Properties=species:S:1:pos:R:3:lowdin_charge:R:1
H 6.14 -0.25 3.43 0.078
C -4.22 -3.42 -2.02 -0.032
H 1.62 -5.62 1.43 0.089
H -4.16 0.01 -0.85 0.097
H 0.38 -3.73 -0.45 0.062
H 2.61 -3.95 -2.12 0.090
H -1.99 0.59 -4.94 0.115
C 2.23 -2.64 1.74 -0.650
C 5.46 -1.55 0.47 -0.080
H 5.98 -2.01 -0.37 0.089
H 3.96 -4.07 -0.97 0.086
H 0.28 1.23 -1.86 0.068
C -3.74 -1.59 3.27 -0.597
O 4.47 -2.40 0.98 -0.142
H -5.52 -1.01 -0.33 0.099
C 8.85 3.43 1.89 -0.212
H -6.38 -2.03 3.40 0.103
O 1.32 3.01 -4.53 0.037
C 0.11 -2.69 -0.64 -0.078
H 3.17 6.36 -4.53 0.095
C 1.31 -1.81 -1.02 -0.190
H 2.32 -4.48 -0.48 0.057
O 7.54 1.12 4.14 0.009
O -4.67 -1.59 2.31 -0.063
C 1.38 1.97 -3.55 -0.208
H 0.41 3.00 -1.92 0.081
H -9.17 3.91 0.09 0.080
H -0.52 -3.35 4.99 0.079
O 1.66 5.05 -5.14 0.005
C 3.14 -2.00 0.71 -0.379
O 8.69 2.56 3.01 0.037
H -1.48 -4.14 3.74 0.076
O -3.94 -1.33 4.43 0.138
C -3.82 1.35 -4.12 -0.060
C -1.46 -2.00 3.62 -0.218
H 9.92 3.65 1.86 0.122
H 0.53 -4.38 2.07 0.081
H 6.98 4.49 2.04 0.076
O -2.58 -1.93 2.73 0.034
H -0.69 2.15 -3.01 0.070
C 0.28 2.10 -2.52 -0.049
C -5.99 -1.25 2.75 -0.025
C 7.57 1.84 3.02 -0.614
H 1.51 6.84 -4.09 0.098
H 1.20 -2.55 1.41 0.053
H 5.51 1.00 4.52 0.100
O -6.09 1.62 -0.96 0.125
O -5.16 0.65 0.85 -0.004
H -0.40 -2.32 0.25 0.064
C 2.92 -3.80 -1.08 -0.033
H -6.59 -1.16 1.85 0.092
H -3.37 1.78 -3.22 0.074
H -0.59 -1.93 2.98 0.058
H -8.60 2.31 -0.39 0.076
H 6.53 -0.30 5.17 0.096
H 6.20 -1.34 1.25 0.078
C -8.55 3.07 0.39 -0.064
C -7.12 3.52 0.61 -0.209
H 8.27 5.39 1.22 0.080
H 1.16 -0.83 -0.56 0.106
H 1.55 -5.32 3.17 0.094
C 1.50 -4.85 2.19 -0.062
H -3.92 2.14 -4.87 0.082
C 2.71 -2.34 -0.71 -0.314
C -1.44 -3.29 4.41 -0.059
H -6.68 3.91 -0.31 0.123
H 1.25 -1.63 -2.10 0.106
H -0.63 -2.70 -1.43 0.066
H -2.28 -3.35 5.09 0.077
C -3.67 -1.64 -3.39 -0.619
O 6.72 1.85 2.17 0.116
O 2.35 4.42 -3.09 0.124
H -3.42 -0.25 -5.52 0.124
H 3.41 -1.78 -1.35 0.137
H 8.59 2.90 0.98 0.122
H 2.37 1.96 -3.09 0.123
H 1.27 1.05 -4.12 0.121
H -4.00 -0.99 0.61 0.087
H -5.98 -0.30 3.29 0.105
H 8.30 5.20 2.98 0.082
H -5.01 -2.91 -1.48 0.082
H 2.04 6.93 -5.79 0.093
O -6.29 2.47 1.12 0.039
H -3.71 -4.12 -1.36 0.096
H 5.06 -0.59 0.14 0.096
O 2.56 -3.91 2.08 -0.167
C -5.87 1.59 0.22 -0.601
C 2.13 6.38 -4.86 -0.038
H -7.08 4.30 1.37 0.122
C -2.97 0.22 -4.65 -0.205
Br 2.24 -1.50 3.39 0.699
O -2.69 -0.77 -3.64 0.029
H -1.45 -1.13 4.28 0.128
H -8.95 2.64 1.31 0.081
C 6.35 0.35 4.32 -0.030
O -3.24 -2.48 -2.45 -0.015
H 3.06 -0.92 0.86 0.122
C -4.68 -0.40 0.01 -0.035
O -4.74 -1.68 -3.94 0.133
C 8.05 4.70 2.04 -0.064
H -4.82 1.01 -3.85 0.077
H -4.65 -3.96 -2.86 0.097
C 1.84 4.18 -4.15 -0.614
```

The SMILES is CC[C@H](C)[C@H](OC)[C@H](Br)OC.CCOC(=O)OC.CCOC(=O)OC.CCOC(=O)OC.CCOC(=O)OC.CCOC(=O)OC. Its HOMO energy is -9.59 eV.

| no. | energy (hartree) | molar mass (g mol⁻¹) |
| --- | --- | --- |
| 1 | -5206.36957 | 666.606 |
| 2 | -2287.64394 | 618.562 |
| 3 | -1650.36587 | 500.746 |
| 4 | -3830.56074 | 783.673 |
| 5 | -4954.19790 | 745.651 |